1.
DFT (wB97M-V/def2-TZVPD) results for a 9-piece molecular cluster, C22H25Cl32FN5O3S overall.

Last column: Löwdin charge in e.
Cartesian coordinates (Å):
C: -5.045849 0.395070 1.082250  -0.151
O: -4.893972 -1.010126 1.383806  -0.201
C: -3.532830 -1.450270 1.231538  -0.223
C: -3.433848 -2.681994 0.177768  -0.140
C: -2.215657 -3.594994 0.668972  -0.162
C: -1.194079 -4.046113 -0.474642  -0.081
N: -1.029824 -3.076106 -1.591988  0.011
F: -1.568392 -3.445102 -2.780966  0.110
C: -0.388055 -1.921279 -1.534358  -0.132
N: 0.220442 -1.557871 -0.244883  0.120
C: 1.395658 -0.642518 -0.408511  -0.201
O: 1.358110 0.177958 -1.585679  -0.144
C: 1.189310 -0.673697 -2.733641  -0.142
N: -0.267751 -1.078013 -2.745753  -0.029
C: -1.164161 0.117187 -2.652597  -0.155
C: -0.868133 1.238952 -3.775480  -0.157
C: -0.338353 2.590868 -3.099307  -0.242
C: 0.726888 3.406067 -3.981801  -0.449
S: 2.139146 2.399796 -4.638879  0.921
C: 3.639818 2.587144 -3.606514  -0.505
N: 4.685177 3.542183 -3.664217  0.033
N: 5.600970 3.225562 -2.705660  -0.185
C: 5.174723 2.056160 -2.003522  -0.058
O: 3.933959 1.655359 -2.562182  -0.075
H: -5.938825 0.787821 1.693916  0.073
H: -4.151631 1.042680 1.358936  0.095
H: -5.325109 0.578212 -0.018238  0.045
H: -2.781508 -0.618976 1.018843  0.110
H: -3.223428 -1.906044 2.243621  0.132
H: -3.381915 -2.340818 -0.905177  0.106
H: -4.428446 -3.261605 0.297454  0.083
H: -1.608803 -3.160519 1.531868  0.115
H: -2.681285 -4.564241 1.083135  0.095
H: -0.147653 -4.226083 -0.031050  0.123
H: -1.502732 -5.056577 -0.919662  0.151
H: -0.500930 -0.972473 0.224319  0.133
H: 1.361082 0.083266 0.484196  0.129
H: 2.406481 -1.184615 -0.362143  0.085
H: 1.519793 -0.218766 -3.717305  0.117
H: 1.846506 -1.607225 -2.568554  0.142
H: -2.230164 -0.255917 -2.833356  0.130
H: -1.176327 0.590001 -1.601540  0.128
H: -0.185177 0.805007 -4.573462  0.096
H: -1.862761 1.484586 -4.281979  0.109
H: -1.257902 3.278188 -2.987455  0.123
H: 0.087919 2.467661 -2.053038  0.105
H: 1.056536 4.346567 -3.408684  0.107
H: 0.145143 3.800582 -4.895485  0.097
H: 5.761867 1.551138 -1.170890  0.142
C: 3.454259 1.820533 2.994143  -2.011
Cl: 4.989045 2.028551 3.858088  0.522
Cl: 2.699024 0.288808 3.485836  0.495
Cl: 2.367052 3.168149 3.384203  0.540
Cl: 3.754280 1.791585 1.241225  0.528
C: -7.578758 3.264103 0.422417  -2.001
Cl: -8.751443 1.929838 0.437337  0.529
Cl: -6.217841 2.841698 -0.639036  0.490
Cl: -8.364206 4.736620 -0.181745  0.540
Cl: -6.980664 3.545616 2.071136  0.539
C: 9.064804 5.439259 -3.160778  -2.012
Cl: 7.599463 4.431248 -3.150453  0.587
Cl: 9.392635 6.022576 -1.514575  0.502
Cl: 10.445715 4.476531 -3.732679  0.500
Cl: 8.823962 6.828399 -4.243041  0.505
C: -5.159445 -7.353112 1.268500  -2.024
Cl: -3.453896 -7.596563 0.827889  0.503
Cl: -5.621465 -5.669577 0.935878  0.531
Cl: -6.179186 -8.446160 0.312695  0.537
Cl: -5.379012 -7.696357 2.995620  0.534
C: 6.310535 1.750484 7.675867  -2.026
Cl: 5.029602 2.937154 8.000415  0.512
Cl: 7.308712 1.544030 9.129022  0.533
Cl: 5.577228 0.194598 7.233551  0.488
Cl: 7.324616 2.326266 6.335995  0.503
C: 3.994291 -4.297304 0.151240  -2.018
Cl: 5.557823 -5.020243 0.572065  0.555
Cl: 3.694805 -2.885943 1.188063  0.528
Cl: 4.015812 -3.785748 -1.550980  0.519
Cl: 2.703034 -5.493763 0.393538  0.521
C: -6.913034 2.347168 -4.452793  -2.014
Cl: -7.201802 4.033518 -4.925171  0.535
Cl: -7.860482 1.968437 -3.000799  0.484
Cl: -7.398632 1.269124 -5.777204  0.532
Cl: -5.183091 2.117219 -4.105779  0.479
C: 1.704929 -0.884347 8.840140  -2.028
Cl: 1.824351 -0.615303 7.086906  0.477
Cl: 2.798418 0.230419 9.683688  0.508
Cl: 0.035692 -0.592910 9.371123  0.522
Cl: 2.161730 -2.559028 9.214332  0.521

Forces on atoms 1 to 2 (eV/Å):
-1.4 0.9 -0.2
1.8 1.3 -0.6

LUMO energy: -4.0 eV
Kohn-Sham gap: 0.2848 Eh
Charge: +1
F_max: 5.9 eV/Å

***

2.
DFT (wB97M-V/def2-TZVPD) results for a 2-piece molecular cluster, ClFO2S overall.

Last column: Löwdin charge in e.
Cartesian coordinates (Å):
O: -0.210447 0.742654 -1.534678  -0.271
O: -1.230277 0.765006 0.752009  -0.266
F: 1.185137 0.954245 0.593854  -0.251
S: -0.219344 0.418529 -0.147957  0.760
Cl: 0.474931 -2.880434 0.336772  0.028

Forces on atoms 1 to 2 (eV/Å):
0.2 0.3 0.0
-1.7 0.6 1.2

LUMO energy (alpha / beta): -3.5 / -4.4 eV
Kohn-Sham gap (alpha / beta): 0.3333 / 0.2664 Eh
Charge: 0
F_max: 3.1 eV/Å

***

3.
DFT (wB97M-V/def2-TZVPD) results for a 2-piece molecular cluster, C2H5NO2S overall.

Last column: Löwdin charge in e.
Cartesian coordinates (Å):
N: -3.238386 -0.553069 0.681640  0.178
C: -2.416820 -0.041293 -0.024809  -0.396
O: -1.800111 0.689720 -0.726252  0.124
H: -3.320809 -1.532922 1.015593  0.108
O: 0.607654 -0.715809 -0.008171  -0.139
C: 1.217065 0.391522 -0.534777  -0.639
S: 2.940072 0.521824 0.051455  0.744
H: 1.229066 -1.432890 0.294995  0.104
H: 0.626234 1.233700 -0.460559  0.052
H: 1.384692 0.389997 -1.538674  0.027
H: 2.771347 1.049216 1.249564  -0.164

Forces on atoms 1 to 2 (eV/Å):
-0.5 -2.0 1.0
0.9 2.1 -1.7

LUMO energy: 0.7 eV
Kohn-Sham gap: 0.3738 Eh
Charge: 0
SMILES: N=C=O.OCS
F_max: 3.4 eV/Å

***

4.
DFT (wB97M-V/def2-TZVPD) results for C4H3Li2MgO2 as an isolated structure.

Last column: Löwdin charge in e.
Cartesian coordinates (Å):
C: -0.421585 -0.518815 0.930036  -0.054
O: -1.436236 -0.759797 1.541978  -0.046
Mg: -2.252069 -1.857035 2.934759  1.683
Li: 2.355919 0.749302 -0.064299  0.842
C: 0.552708 -1.070927 -1.977135  0.220
C: 0.202394 -0.004216 -1.466826  -0.039
C: -0.245855 0.648658 -0.235352  -0.487
O: 0.701318 1.515614 0.263476  -0.428
Li: 0.474126 3.242038 0.706387  0.872
H: 0.933752 -1.691642 -2.775181  0.091
H: -1.251245 1.083628 -0.362518  0.156
H: 0.386772 -1.336807 0.504675  0.190

Forces on atoms 1 to 2 (eV/Å):
2.6 -1.1 -6.4
-1.2 -0.5 2.3

LUMO energy: -15.1 eV
Kohn-Sham gap: 0.2045 Eh
Charge: +3
F_max: 7.0 eV/Å

***

5.
DFT (wB97M-V/def2-TZVPD) results for one molecule with the formula C6H10O.

Last column: Löwdin charge in e.
Cartesian coordinates (Å):
O: 1.769838 -0.716876 1.267129  -0.034
C: 1.328211 -0.485521 -0.075029  -0.382
C: 1.095734 0.978723 -0.387477  -0.052
C: -0.083640 1.575981 -0.231208  -0.099
C: -1.313243 0.851918 0.211546  -0.188
C: -1.279622 -0.676137 -0.037735  -0.166
C: 0.088707 -1.322407 -0.373374  -0.140
H: 1.486045 0.018401 1.820437  0.088
H: 2.160675 -0.834350 -0.697322  0.136
H: 1.948960 1.564382 -0.721240  0.104
H: -0.203572 2.634131 -0.460281  0.103
H: -2.189314 1.260645 -0.303185  0.105
H: -1.488976 1.076363 1.274854  0.113
H: -1.697706 -1.174072 0.816631  0.094
H: -1.942284 -0.882414 -0.862029  0.095
H: 0.209613 -2.258570 0.186801  0.113
H: 0.110573 -1.610199 -1.428513  0.111

Forces on atoms 1 to 2 (eV/Å):
0.0 0.3 0.2
-0.1 0.2 -0.4

LUMO energy: 0.9 eV
Kohn-Sham gap: 0.3859 Eh
Charge: 0
SMILES: O[C@@H]1C=CCCC1
F_max: 0.6 eV/Å

***

6.
DFT (wB97M-V/def2-TZVPD) results for a 2-piece molecular cluster, C8H16N2SSi overall.

Last column: Löwdin charge in e.
Cartesian coordinates (Å):
C: -2.667829 -0.092946 -1.387580  -0.170
Si: -1.392576 0.958432 -0.400922  0.460
C: -0.640711 2.486937 -1.278422  -0.179
C: -2.308199 1.484735 1.234900  -0.181
N: -0.098453 -0.092651 0.096560  0.044
C: 0.155858 -1.059314 0.827719  -0.540
C: -0.546547 -2.396676 0.586245  -0.353
S: 0.234595 -3.508969 1.823641  0.909
C: 1.096580 -2.169344 2.447330  -0.487
N: 1.018548 -1.044944 1.874149  0.057
H: -3.124872 0.780049 -1.861483  0.022
H: -2.061368 -0.771905 -1.877885  -0.014
H: -3.396229 -0.613072 -0.822376  0.006
H: -1.287543 2.779711 -2.091521  -0.002
H: -0.480966 3.252786 -0.454202  0.047
H: 0.285121 1.927986 -1.785006  0.058
H: -1.539740 2.038866 1.771805  0.016
H: -3.187422 2.067781 1.109615  -0.004
H: -2.836369 0.607509 1.724676  0.045
H: -1.696312 -2.533520 0.666327  0.112
H: -0.334955 -2.944429 -0.369664  0.084
H: 1.812181 -2.239819 3.247218  0.080
C: 4.182201 -0.369458 -0.821877  -0.097
C: 3.408290 0.665397 -0.897062  -0.105
H: 3.872982 -1.256547 -1.184090  -0.004
H: 5.214678 -0.247522 -0.199416  0.109
H: 3.716327 1.642623 -0.425938  0.075
H: 2.602730 0.648305 -1.552741  0.010

Forces on atoms 1 to 2 (eV/Å):
0.6 3.1 1.5
-0.8 -0.9 1.3

LUMO energy: 0.2 eV
Kohn-Sham gap: 0.3138 Eh
Charge: 0
SMILES: C[Si](C)(C)/N=C1\CSC=N1.C=C
F_max: 5.8 eV/Å